A molecular structure, C74H166N10O12. Source: OMol25; level of theory: the ωB97M-V functional and the def2-TZVPD basis.

```
262
Properties=species:S:1:pos:R:3:lowdin_charge:R:1
H -0.38 0.55 -4.95 0.074
H -2.30 1.33 -3.29 0.124
C 1.90 4.65 -5.99 -0.027
H 1.53 -3.58 -2.00 0.139
H -5.56 -1.31 -1.13 0.147
C -2.53 -4.96 1.62 -0.138
C 1.23 -2.84 -2.75 -0.384
O -1.04 -3.55 -2.68 -0.195
H 5.84 -1.31 1.30 0.119
O -3.66 -8.50 1.79 -0.018
H 4.67 -1.85 4.82 0.113
H 6.47 -1.99 6.42 0.082
H -3.90 -0.45 1.49 0.050
H -1.32 -0.29 3.82 0.071
H 1.74 7.42 -1.94 0.069
C 6.28 -0.62 2.04 -0.147
H 1.14 10.18 -1.35 0.083
H 3.70 1.82 -8.43 0.112
H -5.09 -0.89 0.56 0.061
H 4.24 4.08 -4.44 0.090
H 4.17 2.06 -6.14 0.116
H -5.17 -3.34 0.27 0.114
H -7.70 -0.14 4.88 0.071
H -1.78 -6.25 4.10 0.082
H 5.82 -4.15 5.42 0.086
H 0.36 2.23 -3.76 0.051
C -0.31 2.25 -7.13 -0.030
H 5.49 -5.77 -2.71 0.088
H -4.82 2.58 4.99 0.110
N 7.76 -1.58 -4.05 0.039
C 8.49 0.06 2.99 -0.026
H -0.45 11.02 0.35 0.081
H 2.17 0.10 6.34 0.111
N -3.34 -7.23 1.25 -0.095
C -8.20 0.27 3.99 -0.019
C -0.47 9.02 -0.49 -0.527
H -5.98 -2.28 4.17 0.085
H 3.86 -0.33 0.64 0.072
C -1.32 1.95 -1.48 -0.181
H -3.96 -5.30 3.97 0.085
H -0.11 -0.49 -6.36 0.089
C 1.39 -1.95 2.43 -0.014
H 1.12 -0.24 -5.15 0.059
H -7.39 -5.01 0.95 0.089
H -1.06 -1.99 3.69 0.085
C 5.35 -0.57 3.24 -0.172
H -3.09 -8.15 -2.01 0.088
H -3.27 -5.51 -0.92 0.107
H 7.56 -4.21 5.23 0.079
H -1.41 1.78 -0.40 0.115
C 3.83 0.40 -0.17 -0.083
C -5.89 1.62 -0.11 -0.256
H 1.21 5.05 -5.25 0.076
H -5.45 4.82 -0.66 0.092
H 2.57 0.38 -7.04 0.114
C 1.33 -0.95 4.68 -0.127
C -2.41 1.18 -2.21 -0.210
C 2.91 2.26 -7.82 -0.171
H -0.77 2.55 2.99 0.082
N 2.41 -2.63 -3.63 0.043
C 1.30 6.17 1.27 -0.034
H 0.21 -1.46 -1.41 0.073
H -3.73 1.30 3.28 0.119
H 1.42 0.77 -8.33 0.122
H 2.25 6.62 1.59 0.083
H -8.49 2.24 1.98 0.123
H -0.81 1.71 4.50 0.061
H 6.46 -1.60 -2.40 0.132
H -6.40 -5.14 -0.48 0.080
H 0.00 2.95 -7.91 0.075
H 9.45 -0.23 3.41 0.084
C -3.55 -8.08 -1.02 -0.036
H 1.30 -0.63 -2.59 0.061
C 1.42 0.27 5.56 -0.167
H -4.47 -7.56 -1.29 0.079
C 6.74 -2.39 4.35 -0.521
H 3.57 2.59 -3.82 0.067
O 6.82 -4.19 -3.18 -0.187
C -7.31 -4.67 -0.10 -0.099
H -6.91 -1.04 1.12 -0.169
H 6.23 0.36 1.55 0.114
C 0.86 6.80 -0.05 -0.501
H 0.48 9.00 -2.50 0.067
H -1.69 -0.78 -0.15 0.084
H 9.47 -1.24 1.13 0.081
H -2.52 -3.12 -4.06 0.094
H -7.95 1.42 0.03 0.088
O -6.15 2.93 -0.59 -0.154
H 0.46 0.52 6.01 0.106
H -1.16 -1.02 2.23 0.061
C 0.75 -0.81 3.25 -0.494
C -1.31 -8.14 0.07 -0.021
H 1.53 2.92 1.69 0.050
C -4.17 -5.98 3.15 -0.031
H 2.09 2.34 5.33 0.125
C -2.34 -5.98 -0.58 -0.158
C 5.35 -1.92 3.96 -0.152
C -5.32 1.65 4.69 -0.169
O 0.54 0.70 1.40 -0.036
H 5.24 -0.97 -5.13 0.078
H -3.43 -4.44 1.26 0.096
H -3.63 0.41 4.81 0.116
C -1.05 10.10 0.42 -0.039
H -1.46 3.02 -1.66 0.122
C -1.20 6.81 -1.57 -0.176
H -4.61 -8.57 1.65 0.106
C 2.52 3.33 -5.52 -0.515
H -5.66 1.16 5.60 0.105
C -2.25 -3.88 -3.32 -0.114
C 2.40 1.86 -1.38 -0.185
H 2.25 -1.73 -4.08 0.042
N 1.11 0.47 2.68 -0.075
H -0.96 5.65 0.23 0.123
H 4.22 3.66 -6.79 0.121
N -6.19 -0.13 2.66 -0.054
H 0.00 3.30 4.38 0.086
H -6.29 -2.72 1.50 0.111
O 8.94 -2.77 3.52 -0.004
H 0.77 -1.76 5.17 0.124
H -4.54 -6.90 3.61 0.085
H -1.52 -9.21 0.19 0.083
H 2.98 1.07 4.42 0.108
H -1.22 9.78 1.44 0.087
H 1.07 -1.88 1.39 0.075
H -5.43 4.09 0.96 0.087
H -0.39 10.46 -2.14 0.087
H -6.08 2.75 2.99 0.107
H -4.34 -2.01 4.83 0.082
H -7.36 0.84 -1.48 0.142
C -4.97 -0.50 3.37 -0.481
C 1.99 6.81 -1.08 -0.012
C 1.97 2.72 2.66 -0.034
C -0.76 -1.04 3.24 -0.042
N 7.65 -2.28 3.22 -0.110
H -7.80 -1.12 -0.43 0.152
H 0.98 3.44 -1.80 0.100
H 2.35 -1.34 4.60 0.096
H -2.29 -4.89 -3.75 0.090
H -3.01 -3.97 -2.55 0.072
C -2.67 -0.56 -0.61 -0.100
H 4.47 -0.82 -3.55 0.046
H 4.32 -0.44 2.90 0.080
H 8.58 0.80 2.19 0.087
C 0.01 -3.22 -3.56 -0.197
C 6.63 -3.86 4.75 -0.056
C 7.70 -1.10 2.34 -0.502
C -7.82 1.40 1.76 -0.078
H -3.00 -1.28 2.74 0.056
H 3.19 2.61 -1.22 0.130
H -2.00 10.49 0.03 0.085
H 5.79 0.22 -4.03 0.075
C 5.96 -3.22 -3.72 -0.244
H -3.15 0.21 -0.01 0.064
O 1.54 8.93 0.73 -0.023
H -4.94 -5.49 2.56 0.076
H -0.03 5.05 -0.98 0.085
H -0.84 -6.70 2.60 0.064
H -8.90 0.99 4.41 0.082
H -1.54 -4.07 -0.07 0.102
C -4.30 0.73 4.01 -0.128
C 3.53 2.85 -6.56 -0.148
C -1.62 8.14 -0.98 -0.145
C -1.76 -6.79 3.16 -0.013
O 0.45 2.88 -4.48 -0.046
H -3.82 -9.06 -0.64 0.078
H 1.33 0.63 0.83 0.056
H 2.19 3.67 3.14 0.088
H 8.33 -2.55 0.84 0.084
C 7.18 -1.67 5.66 -0.021
O -6.76 -1.27 2.05 -0.123
H -8.44 0.64 1.28 0.101
H 1.55 5.11 1.15 0.061
H 0.97 -2.91 2.72 0.088
N 0.02 1.56 -1.92 -0.035
H 5.63 0.20 3.96 0.109
H 4.13 -0.25 -1.01 0.090
C -4.01 -1.09 2.37 -0.025
H 2.55 1.42 -2.38 0.110
C -1.65 -5.05 0.39 -0.167
H 1.38 9.05 1.68 0.105
H 2.93 2.27 2.37 0.087
H 7.11 -0.59 5.50 0.064
H -2.11 6.25 -1.81 0.109
O -2.46 -0.20 -1.97 -0.164
C -6.07 -2.72 0.42 -0.218
H 5.71 -3.41 -4.78 0.126
H -5.64 -1.09 5.41 0.071
H 7.74 -1.86 -5.03 0.074
H 8.00 -0.96 0.18 0.080
C 1.99 1.44 4.73 -0.137
H 7.19 -6.13 -3.11 0.087
C 3.30 3.57 -4.22 -0.021
H 0.60 6.23 2.10 0.091
C 0.23 9.68 -1.68 -0.034
H 2.43 -3.29 -4.40 0.079
H 1.29 4.55 -6.89 0.071
C 0.84 1.55 -6.40 -0.506
H -7.20 2.60 4.34 0.120
C -5.26 -1.52 4.48 -0.018
H -2.30 7.91 -0.15 0.124
H -0.66 -8.11 -0.80 0.087
H -5.59 1.58 0.95 0.118
H 7.92 0.55 3.78 0.067
H -0.63 -5.34 0.68 0.115
H 2.89 7.27 -0.66 0.084
H 9.00 -3.54 2.94 0.105
C -2.64 -7.37 -0.02 -0.515
N 0.42 8.17 0.31 -0.096
C 5.44 -0.82 -4.06 -0.084
C 0.35 0.27 -5.72 -0.036
H 2.34 3.03 -8.35 0.103
H -8.74 -0.55 3.53 0.081
H 8.20 -1.90 5.94 0.083
H -3.28 -1.45 -0.61 0.083
H -0.74 -7.90 0.95 0.063
C -5.86 -1.32 -0.07 -0.146
H -1.98 -7.84 3.39 0.081
H -7.06 1.84 1.11 0.024
O 2.52 0.83 -0.42 -0.243
H -0.21 -2.45 -4.30 0.123
H 0.74 2.62 -0.28 0.103
C -6.45 2.05 3.75 -0.119
C -0.17 2.34 3.88 -0.017
C -5.25 3.90 -0.10 -0.091
C -0.34 6.02 -0.60 -0.138
O -7.24 -3.27 -0.17 -0.176
C 8.42 -1.48 1.04 -0.027
H -2.08 -4.30 2.36 0.116
H 4.56 1.19 -0.02 0.098
C 1.01 2.45 -1.33 -0.199
H 2.01 -1.48 -1.31 0.074
H 4.97 -3.29 -3.25 0.104
C 1.17 1.70 3.48 -0.507
H -4.20 3.69 -0.33 0.081
C 1.91 1.16 -7.44 -0.136
N -7.13 -0.56 0.08 0.009
H 2.63 5.45 -6.16 0.088
H -0.95 2.83 -6.46 0.080
H -1.80 -6.08 -1.53 0.113
C 1.14 -1.51 -1.98 -0.042
H 0.15 0.60 -1.62 0.072
C 6.33 -5.50 -3.35 -0.108
C -2.95 -6.28 2.30 -0.506
H 6.64 -4.54 3.89 0.086
H 2.28 5.81 -1.42 0.074
C -7.17 0.89 3.04 -0.469
H 2.66 4.11 -3.53 0.070
C -7.13 0.83 -0.40 -0.182
H -0.69 6.97 -2.53 0.110
H 4.84 -2.74 3.43 0.121
H 0.20 -4.16 -4.11 0.129
N 1.45 2.35 -5.33 -0.083
C 6.44 -1.79 -3.47 -0.430
H -4.37 -2.06 2.01 0.081
H -8.21 -4.95 -0.62 0.089
H -3.37 1.65 -1.96 0.106
H 2.47 -1.90 2.53 0.066
H 6.09 -5.64 -4.41 0.086
H -1.01 1.50 -7.50 0.084
H 8.45 -2.21 -3.66 0.067
H -4.97 1.25 -0.57 0.102
H -2.17 8.69 -1.75 0.124
```

Properties
- Energy: -4368.98040 hartree
- 2S+1: 1
- HOMO level: -7.357 eV
- Max |F|: 9.07 eV/A
- Kohn-Sham gap: 7.81 eV
- Molecular weight: 1388.20 g/mol

---

2 unconnected molecules or ions with the total composition C12H17N. Source: OMol25; level of theory: the ωB97M-V functional and the def2-TZVPD basis.

```
30
Properties=species:S:1:pos:R:3:lowdin_charge:R:1
H -1.18 -1.90 -2.26 0.072
C 0.64 0.93 -1.59 -0.170
H 2.51 -1.51 0.03 0.066
H -2.43 -2.54 3.60 0.051
H -0.76 3.19 -2.36 0.071
C 2.30 2.45 -1.17 -0.140
H -3.48 -2.38 2.29 0.068
C 0.34 3.38 -2.39 -0.108
H 3.42 1.14 -0.01 0.114
H -0.22 -0.39 3.42 0.065
C 0.64 -1.83 -1.06 -0.217
C -0.41 -1.27 -1.78 -0.200
H -1.45 -2.04 1.13 0.105
N 2.69 1.23 -0.67 0.039
H -3.30 -1.04 3.43 0.065
H 2.82 3.37 -1.05 0.069
H 0.62 -2.90 -0.75 0.077
C -0.42 0.11 -2.13 -0.107
C -1.60 -1.33 1.97 -0.333
H 0.51 -1.18 1.96 0.044
H -2.07 -0.38 1.66 0.107
C -2.73 -1.80 2.86 -0.169
H -0.23 -2.14 3.32 0.072
H -1.35 0.43 -2.57 0.046
C 1.08 2.25 -1.80 -0.303
H 0.61 4.37 -1.96 0.062
C 1.67 -1.05 -0.49 -0.141
C -0.29 -1.21 2.70 -0.130
H 0.41 3.74 -3.46 0.064
C 1.69 0.29 -0.88 -0.239
```

Properties
- Total charge: -1
- Energy: -522.14231 hartree
- <S²>: 0.77
- 2S+1: 2
- HOMO level (spin up / spin down): 0.533 / -2.807 eV
- Max |F|: 2.97 eV/A
- Kohn-Sham gap (spin up / spin down): 3.05 / 6.36 eV
- Molecular weight: 175.28 g/mol
- Energy relative to the best compared isomer or geometry (same formula, charge and spin): 78.9 kJ/mol

---

C18H20N4O3 in the gas phase. Source: OMol25; level of theory: the ωB97M-V functional and the def2-TZVPD basis.

```
45
Properties=species:S:1:pos:R:3:lowdin_charge:R:1
C -0.58 -2.13 0.72 -0.052
H -1.98 3.05 -5.41 0.111
H 2.83 -2.02 4.90 0.086
C 0.41 1.60 1.94 -0.108
C -0.60 0.42 0.06 -0.354
H 0.72 2.56 2.33 0.137
H 0.09 3.66 0.49 0.139
C 0.35 2.63 -1.40 -0.502
O 1.42 2.10 -1.51 0.122
H -0.13 3.99 -4.21 0.130
H 0.52 -1.76 6.00 0.086
H 0.77 0.45 -3.43 0.113
N 0.64 0.56 2.68 0.152
H -2.28 -1.18 -5.93 0.100
H 2.43 -0.68 3.82 0.068
H 0.18 -0.43 4.89 0.067
C 0.91 -2.21 3.93 -0.550
C 2.38 -1.76 3.95 -0.028
C 0.81 -3.73 4.08 -0.049
N 0.34 -1.85 2.64 -0.031
C -1.79 -0.32 -5.49 -0.088
C -0.53 1.87 -4.36 -0.196
H -0.93 -1.80 4.99 0.089
C -0.35 2.81 -0.04 -0.020
C -0.37 -0.74 0.86 -0.041
C -1.62 2.05 -5.20 -0.040
O -1.08 0.51 -1.05 0.104
H 1.22 2.93 -3.68 0.131
H -3.09 1.10 -6.42 0.100
H 2.93 -2.25 3.15 0.090
H -1.02 -2.66 -0.09 0.115
H 1.36 -4.23 3.29 0.080
C 0.24 -0.61 2.12 -0.219
O -0.35 3.21 -2.36 0.031
N -0.18 1.60 0.73 0.024
H -0.35 -1.50 -4.43 0.104
C -2.25 0.95 -5.77 -0.085
N -0.15 -2.76 1.79 0.104
H -0.22 -4.05 4.04 0.080
C 0.12 -1.50 5.02 -0.028
C 0.13 3.06 -3.71 -0.095
H -1.41 3.00 -0.22 0.144
C -0.70 -0.50 -4.65 -0.072
H 1.24 -4.02 5.04 0.087
C -0.07 0.59 -4.09 -0.034
```

Properties
- Structure (SMILES): CC(C)(C)n1ncc2c(=O)n(CC(=O)OCc3ccccc3)cnc21
- Energy: -1142.70232 hartree
- 2S+1: 1
- HOMO level: -8.827 eV
- Max |F|: 1.23 eV/A
- Kohn-Sham gap: 9.50 eV
- Molecular weight: 340.38 g/mol
- Energy relative to the best compared isomer or geometry (same formula, charge and spin): 47.6 kJ/mol

---

A gas-phase ion, CH5N2O2 (charge +1). Source: OMol25; level of theory: the ωB97M-V functional and the def2-TZVPD basis.

```
10
Properties=species:S:1:pos:R:3:lowdin_charge:R:1
C -0.34 0.64 -0.17 0.027
N -1.42 -0.06 -0.02 0.216
H -0.32 1.67 -0.16 0.155
H -1.47 -1.06 -0.11 0.142
H 2.56 0.39 0.61 0.133
N 0.87 -0.04 -0.14 -0.206
H 1.59 -1.85 -0.61 0.198
O 1.94 0.81 0.01 0.093
H -2.36 0.21 0.16 0.144
O 1.08 -1.33 0.09 0.098
```

Properties
- Total charge: +1
- Structure (SMILES): [NH2+]=CN(O)O
- Energy: -300.70578 hartree
- 2S+1: 1
- HOMO level: -14.748 eV
- Max |F|: 5.75 eV/A
- Kohn-Sham gap: 10.34 eV
- Molecular weight: 77.06 g/mol
- Energy relative to the best compared isomer or geometry (same formula, charge and spin): 161.7 kJ/mol